i:
{
  "formula": "C4H17NO3",
  "method": "wB97M-V/def2-TZVPD",
  "smiles": "CCNCC.O.O.O",
  "multiplicity": 1,
  "e_homo_ev": -8.66,
  "gap_ha": 0.3174,
  "lumo_ha": -0.0010,
  "species": ["C", "C", "N", "C", "C", "H", "H", "H", "H", "H", "H", "H", "H", "H", "H", "H", "O", "H", "H", "O", "H", "H", "O", "H", "H"],
  "coordinates": [[2.32, -0.94, 0.01], [2.21, -0.08, 1.29], [1.75, -0.86, 2.44], [0.31, -1.07, 2.44], [-0.51, 0.12, 3.03], [1.71, -0.48, -0.79], [3.33, -0.88, -0.39], [1.91, -1.93, 0.19], [1.66, 0.84, 1.06], [3.21, 0.31, 1.53], [1.99, -0.32, 3.26], [-0.01, -1.38, 1.45], [0.07, -1.87, 3.14], [-0.61, 1.01, 2.41], [0.08, 0.32, 3.93], [-1.53, -0.17, 3.28], [-3.25, -1.81, -1.08], [-3.22, -1.20, -1.83], [-3.24, -2.65, -1.56], [-1.95, 2.51, -1.29], [-2.76, 2.21, -0.83], [-2.19, 2.27, -2.20], [0.48, 1.56, -5.17], [0.10, 1.42, -4.28], [-0.21, 2.02, -5.66]]
}

***

ii:
{
  "formula": "C4H17NO3",
  "method": "wB97M-V/def2-TZVPD",
  "smiles": "CNC(C)C.O.O.O",
  "multiplicity": 1,
  "e_homo_ev": -8.58,
  "gap_ha": 0.3209,
  "lumo_ha": 0.0056,
  "species": ["C", "N", "C", "C", "C", "H", "H", "H", "H", "H", "H", "H", "H", "H", "H", "H", "O", "H", "H", "O", "H", "H", "O", "H", "H"],
  "coordinates": [[-1.50, -0.91, 0.93], [-0.11, -0.54, 0.45], [0.26, -0.77, -1.11], [-0.30, 0.33, -2.10], [-0.25, -2.17, -1.51], [-2.23, -1.09, 0.14], [-1.68, -0.36, 1.97], [-1.19, -2.00, 1.23], [0.11, 0.46, 0.60], [1.31, -0.84, -1.16], [0.42, 0.49, -2.94], [-0.13, 1.25, -1.64], [-1.35, 0.32, -2.24], [0.04, -3.03, -0.86], [0.04, -2.24, -2.56], [-1.32, -2.18, -1.58], [-0.51, 2.99, 0.43], [-0.66, 3.97, 0.25], [-0.55, 2.84, 1.40], [0.60, -0.33, 3.83], [0.66, -1.35, 3.52], [0.84, 0.14, 2.96], [2.80, 1.47, -0.14], [2.64, 1.52, 0.76], [2.07, 2.01, -0.61]]
}

***

Least stable: ii

***

i:
{
  "formula": "C3H10N3O",
  "method": "wB97M-V/def2-TZVPD",
  "multiplicity": 1,
  "charge": 1,
  "e_homo_ev": [-14.08, -14.78],
  "gap_ha": [0.2936, 0.3365],
  "lumo_ha": [-0.2238, -0.2065],
  "species": ["C", "C", "C", "N", "N", "N", "O", "H", "H", "H", "H", "H", "H", "H", "H", "H", "H"],
  "coordinates": [[1.55, -1.90, -0.06], [-2.30, 0.95, 0.07], [-0.47, -0.54, -0.07], [1.92, 0.93, -0.53], [1.58, 1.81, 0.22], [0.85, -0.70, 0.38], [-0.91, 0.78, 0.20], [1.50, -2.40, 0.98], [2.69, -1.90, -0.48], [0.97, -2.36, -0.87], [-2.87, 0.12, 0.50], [-2.55, 1.05, -1.01], [-2.85, 1.91, 0.46], [-1.11, -1.30, 0.47], [-0.61, -0.79, -1.24], [0.60, 1.59, 0.64], [2.01, 2.73, 0.34]]
}

***

ii:
{
  "formula": "C3H10N3O",
  "method": "wB97M-V/def2-TZVPD",
  "multiplicity": 1,
  "charge": 1,
  "e_homo_ev": [-13.37, -11.47],
  "gap_ha": [0.3574, 0.1855],
  "lumo_ha": [-0.1339, -0.2358],
  "species": ["C", "C", "C", "N", "N", "N", "O", "H", "H", "H", "H", "H", "H", "H", "H", "H", "H"],
  "coordinates": [[-1.16, -0.45, -0.69], [-2.47, 1.24, 0.64], [2.60, 0.49, -0.64], [-1.37, 0.76, -0.23], [2.16, -0.48, 0.22], [-1.56, -1.65, -0.28], [3.19, -1.32, 0.53], [-2.82, 2.15, 0.31], [-3.14, 0.37, 0.80], [-2.07, 1.33, 1.61], [2.16, 0.33, -1.53], [2.09, 1.34, -0.19], [3.68, 0.55, -0.79], [-0.69, 1.43, -0.57], [-2.08, -1.55, 0.64], [-1.32, -2.40, -0.93], [2.80, -2.15, 1.10]]
}

***

Least stable: i

***

i:
{
  "formula": "C3H10N5",
  "method": "wB97M-V/def2-TZVPD",
  "multiplicity": 1,
  "charge": 1,
  "e_homo_ev": [-14.39, -14.36],
  "gap_ha": [0.3444, 0.3220],
  "lumo_ha": [-0.1845, -0.2057],
  "species": ["C", "C", "C", "N", "N", "N", "N", "N", "H", "H", "H", "H", "H", "H", "H", "H", "H", "H"],
  "coordinates": [[-0.30, 1.01, -1.09], [0.19, 0.10, 1.10], [-0.41, 0.32, 2.49], [-0.37, 0.76, 0.16], [-0.99, 0.09, -1.93], [0.19, 2.09, -1.68], [1.33, -0.63, 0.92], [-0.03, -1.77, -1.37], [-1.30, 1.03, 2.53], [0.37, 0.62, 3.15], [-0.40, -0.74, 2.83], [-0.59, -0.13, -2.77], [0.78, 2.65, -1.07], [0.18, 2.27, -2.67], [1.71, -0.97, 1.81], [1.51, -0.87, -0.06], [-0.43, -2.04, -2.23], [-0.75, -1.91, -0.68]]
}

***

ii:
{
  "formula": "C3H10N5",
  "method": "wB97M-V/def2-TZVPD",
  "smiles": "NC1=N[NH2+][C@H](N)[C@H]1N",
  "multiplicity": 1,
  "charge": 1,
  "e_homo_ev": -13.57,
  "gap_ha": 0.3873,
  "lumo_ha": -0.1113,
  "species": ["N", "C", "N", "N", "C", "N", "C", "N", "H", "H", "H", "H", "H", "H", "H", "H", "H", "H"],
  "coordinates": [[-1.21, -1.88, -1.27], [-0.39, -0.88, -0.94], [0.14, -0.08, -1.85], [0.79, 1.01, -1.14], [0.51, 0.94, 0.39], [1.66, 1.14, 1.05], [-0.32, -0.53, 0.52], [-1.55, -0.51, 1.21], [-1.23, -2.73, -0.71], [-1.24, -2.10, -2.24], [0.66, 1.94, -1.53], [1.89, 0.91, -1.17], [-0.10, 1.77, 0.55], [2.21, 0.37, 1.12], [1.49, 1.65, 1.90], [0.32, -1.10, 1.08], [-1.41, -0.16, 2.11], [-2.21, 0.23, 0.91]]
}

***

Least stable: i

***

i:
{
  "formula": "C28H35N7",
  "method": "wB97M-V/def2-TZVPD",
  "smiles": "c1cc[nH]c1.c1cc[nH]c1.c1cc[nH]c1.c1cc[nH]c1.c1cc[nH]c1.c1cc[nH]c1.c1cc[nH]c1",
  "multiplicity": 1,
  "e_homo_ev": -8.03,
  "gap_ha": 0.3172,
  "lumo_ha": 0.0220,
  "species": ["C", "C", "C", "N", "C", "H", "H", "H", "H", "H", "C", "C", "C", "N", "C", "H", "H", "H", "H", "H", "C", "C", "C", "N", "C", "H", "H", "H", "H", "H", "C", "C", "C", "N", "C", "H", "H", "H", "H", "H", "C", "C", "C", "N", "C", "H", "H", "H", "H", "H", "C", "C", "C", "N", "C", "H", "H", "H", "H", "H", "C", "C", "C", "N", "C", "H", "H", "H", "H", "H"],
  "coordinates": [[0.58, 6.58, -2.18], [1.55, 6.66, -1.18], [2.04, 5.37, -1.06], [1.48, 4.58, -2.01], [0.56, 5.34, -2.79], [-0.12, 7.34, -2.50], [1.76, 7.48, -0.53], [2.81, 5.03, -0.37], [1.65, 3.57, -2.18], [-0.07, 4.99, -3.57], [1.34, -3.36, 1.48], [0.20, -3.41, 2.36], [0.06, -4.71, 2.73], [1.07, -5.49, 2.13], [1.78, -4.66, 1.34], [1.70, -2.51, 0.88], [-0.56, -2.66, 2.59], [-0.72, -5.23, 3.30], [1.19, -6.46, 2.18], [2.73, -4.89, 0.91], [3.52, 1.51, 0.37], [4.25, 0.31, 0.32], [3.47, -0.61, 0.94], [2.31, -0.02, 1.39], [2.32, 1.28, 1.00], [3.75, 2.49, -0.07], [5.12, 0.08, -0.24], [3.75, -1.65, 1.08], [1.63, -0.53, 1.88], [1.46, 1.91, 1.27], [0.64, -4.49, -2.67], [1.20, -3.73, -3.77], [0.21, -3.51, -4.69], [-0.89, -4.19, -4.24], [-0.65, -4.77, -3.00], [1.20, -4.71, -1.79], [2.14, -3.30, -3.96], [0.28, -2.88, -5.57], [-1.78, -4.23, -4.72], [-1.45, -5.04, -2.34], [-1.31, 4.34, 1.61], [-0.33, 3.77, 2.51], [-1.04, 2.79, 3.20], [-2.30, 2.75, 2.77], [-2.47, 3.66, 1.75], [-1.19, 5.18, 1.01], [0.71, 4.04, 2.48], [-0.62, 2.06, 3.91], [-2.93, 2.01, 3.04], [-3.45, 3.83, 1.40], [-2.80, -0.61, 3.45], [-3.91, -1.15, 2.73], [-3.62, -1.37, 1.43], [-2.30, -1.01, 1.30], [-1.80, -0.53, 2.48], [-2.75, -0.34, 4.52], [-4.92, -1.16, 3.13], [-4.20, -1.66, 0.58], [-1.79, -1.02, 0.45], [-0.79, -0.16, 2.52], [-0.77, 0.83, -1.56], [-1.96, 0.29, -2.06], [-1.78, -1.06, -2.22], [-0.48, -1.33, -1.98], [0.13, -0.22, -1.50], [-0.62, 1.91, -1.37], [-2.85, 0.88, -2.34], [-2.45, -1.76, -2.72], [0.01, -2.22, -2.07], [1.14, -0.23, -1.17]]
}

***

ii:
{
  "formula": "C28H35N7",
  "method": "wB97M-V/def2-TZVPD",
  "smiles": "c1cc[nH]c1.c1cc[nH]c1.c1cc[nH]c1.c1cc[nH]c1.c1cc[nH]c1.c1cc[nH]c1.c1cc[nH]c1",
  "multiplicity": 1,
  "e_homo_ev": -7.87,
  "gap_ha": 0.3068,
  "lumo_ha": 0.0174,
  "species": ["C", "C", "C", "N", "C", "H", "H", "H", "H", "H", "C", "C", "C", "N", "C", "H", "H", "H", "H", "H", "C", "C", "C", "N", "C", "H", "H", "H", "H", "H", "C", "C", "C", "N", "C", "H", "H", "H", "H", "H", "C", "C", "C", "N", "C", "H", "H", "H", "H", "H", "C", "C", "C", "N", "C", "H", "H", "H", "H", "H", "C", "C", "C", "N", "C", "H", "H", "H", "H", "H"],
  "coordinates": [[1.75, -4.20, -4.06], [0.58, -3.91, -4.73], [-0.20, -3.31, -3.77], [0.37, -3.45, -2.53], [1.57, -4.03, -2.74], [2.66, -4.62, -4.45], [0.42, -4.03, -5.79], [-1.18, -2.88, -3.91], [0.00, -3.18, -1.62], [2.24, -4.35, -1.95], [-4.86, -1.63, 4.36], [-4.02, -1.49, 5.45], [-4.26, -0.30, 6.13], [-5.52, 0.07, 5.61], [-5.71, -0.57, 4.53], [-4.86, -2.36, 3.56], [-3.07, -2.00, 5.52], [-3.80, 0.07, 7.03], [-6.08, 0.83, 5.96], [-6.44, -0.14, 3.86], [7.83, 3.00, 2.11], [6.77, 2.37, 1.56], [6.11, 3.30, 0.70], [6.64, 4.57, 1.00], [7.69, 4.40, 1.91], [8.44, 2.37, 2.75], [6.72, 1.29, 1.67], [5.33, 3.09, -0.02], [6.43, 5.46, 0.57], [8.14, 5.34, 2.20], [-1.33, 0.73, -0.52], [-0.01, 0.89, 0.03], [-0.05, 0.88, 1.44], [-1.33, 0.38, 1.71], [-2.08, 0.23, 0.53], [-1.54, 0.72, -1.58], [0.89, 1.12, -0.52], [0.66, 1.01, 2.25], [-1.65, 0.08, 2.61], [-3.06, -0.20, 0.64], [6.29, -0.01, 8.38], [5.51, -0.54, 7.37], [5.59, 0.30, 6.24], [6.43, 1.32, 6.58], [6.65, 1.28, 7.89], [6.37, -0.41, 9.38], [4.94, -1.45, 7.35], [5.14, 0.18, 5.26], [6.50, 2.16, 6.04], [7.15, 2.13, 8.33], [-7.16, -4.25, -1.86], [-6.09, -3.32, -1.58], [-6.58, -2.10, -1.90], [-7.96, -2.16, -2.26], [-8.25, -3.50, -2.25], [-7.01, -5.31, -1.75], [-5.05, -3.42, -1.32], [-6.11, -1.13, -1.80], [-8.65, -1.46, -2.49], [-9.24, -3.78, -2.59], [-0.22, 3.48, -9.90], [0.30, 2.62, -8.94], [-0.79, 2.37, -8.04], [-1.93, 2.85, -8.64], [-1.57, 3.58, -9.78], [0.36, 3.99, -10.66], [1.34, 2.35, -8.84], [-0.92, 1.85, -7.10], [-2.88, 2.90, -8.29], [-2.37, 3.96, -10.39]]
}

***

Least stable: ii